DFT (wB97M-V/def2-TZVPD) results for a 2-piece molecular cluster, C5H16N2O overall in a non-equilibrium geometry.

Atoms and positions in Å:
C: 2.5826 -1.0690 -0.0083
N: 1.3400 -0.3639 -0.3742
C: 0.6043 0.1337 0.7651
C: -0.8338 0.4533 0.4027
C: -1.4719 1.4825 1.3618
N: -1.5730 -0.8157 0.3951
C: -2.7522 -0.8444 -0.4594
H: 2.4877 -1.6787 0.8907
H: 3.3726 -0.3321 0.1460
H: 2.8948 -1.6324 -0.8622
H: 0.7741 -1.0545 -0.8573
H: 0.5771 -0.6175 1.5708
H: 1.1189 0.9842 1.1864
H: -0.9529 0.8330 -0.6113
H: -1.6811 1.0214 2.3164
H: -2.2992 1.9620 0.8534
H: -0.7846 2.2910 1.5261
H: -1.7926 -1.1567 1.3197
H: -2.4530 -0.5525 -1.4539
H: -3.1185 -1.8740 -0.4855
H: -3.6175 -0.2735 -0.0943
O: 2.3457 1.3328 -2.6622
H: 2.0562 0.7993 -1.8983
H: 3.1765 0.9719 -2.9673

Forces on atoms 1 to 6 (eV/Å):
-0.21 1.26 0.02
0.56 -0.72 -0.34
-0.11 -0.18 0.10
-0.95 -0.23 0.84
0.77 -0.13 -0.99
0.05 -0.09 -0.72

Values from the calculation:
Max |F| ... 1.29 eV/Å
ΔE to the lowest compared entry with this formula, charge and spin ... 73.2 kJ/mol
LUMO energy ... 0.037 Ha
Charge ... 0
Spin multiplicity ... 1
Structure (SMILES) ... CNC[C@H](C)NC.O

DFT (wB97M-V/def2-TZVPD) results for a 3-piece molecular cluster, C23H24ClF9N3 overall in a non-equilibrium geometry.

Atoms and positions in Å:
C: 6.1843 -2.5538 -1.3728
C: 5.6246 -1.1162 -0.8115
N: 4.5236 -0.5002 -1.6915
C: 4.5829 -0.2962 -3.1934
N: 3.3359 0.3809 -3.7267
N: 2.9659 0.7838 -5.0001
C: 2.5099 0.5850 -2.4630
C: 1.0622 1.3491 -2.5803
F: 0.2491 0.7073 -3.6802
F: 0.2071 1.1944 -1.3443
C: 1.1836 2.9349 -2.9820
F: 0.0910 3.6504 -2.2483
F: 1.0248 3.1006 -4.4477
C: 2.5978 3.6518 -2.5634
F: 3.0140 3.4267 -1.1511
F: 3.7225 3.3792 -3.5304
F: 2.3557 5.1387 -2.6776
C: 3.2276 0.0290 -1.0971
C: 2.7369 0.0633 0.4865
C: 2.0036 -1.3615 0.9264
C: 2.4661 -1.9070 2.4022
Cl: 2.4142 -2.7153 -0.3080
H: 5.4638 -3.0986 -2.1221
H: 6.4454 -3.2056 -0.4131
H: 7.2241 -2.3338 -1.9054
H: 5.3268 -1.1675 0.3259
H: 6.5352 -0.3498 -0.8781
H: 5.4118 -0.5724 -3.9760
H: 2.5414 -0.0096 -5.5328
H: 3.7397 1.2510 -5.5214
H: 2.0515 1.0087 0.6804
H: 3.7426 0.1567 1.1209
H: 0.8384 -1.1813 0.9141
H: 1.5011 -2.3008 2.9490
H: 2.9347 -1.0853 3.0966
H: 3.1969 -2.8118 2.2442
F: -5.7967 1.4299 2.2252
C: -4.7233 1.8975 1.5742
C: -4.4450 3.2596 1.6034
C: -3.3246 3.7462 0.9300
C: -2.5003 2.8657 0.2251
C: -2.7908 1.5008 0.1976
C: -3.9049 1.0132 0.8803
H: -5.1013 3.9296 2.1492
H: -3.0940 4.8084 0.9531
H: -1.6290 3.2462 -0.3037
H: -2.1501 0.8180 -0.3552
H: -4.1405 -0.0459 0.8768
F: -4.1736 -2.7389 1.3956
C: -5.0565 -2.7319 2.4031
C: -6.1001 -1.8129 2.3920
C: -7.0225 -1.8086 3.4382
C: -6.8845 -2.7171 4.4906
C: -5.8307 -3.6322 4.4952
C: -4.9151 -3.6436 3.4433
H: -6.1864 -1.1094 1.5704
H: -7.8465 -1.0994 3.4350
H: -7.6017 -2.7104 5.3086
H: -5.7230 -4.3356 5.3174
H: -4.0952 -4.3540 3.4265

Forces on atoms 1 to 6 (eV/Å):
0.93 0.33 0.45
2.01 0.30 -0.30
-2.88 1.75 -2.42
-2.80 0.97 1.21
2.36 -2.26 7.63
0.39 -0.61 -0.64

Values from the calculation:
Max |F| ... 8.30 eV/Å
LUMO energy ... -0.160 Ha
Charge ... +1
Spin multiplicity ... 1

DFT (wB97M-V/def2-TZVPD) results for Na7O16S4 as an isolated structure in a non-equilibrium geometry.

Atoms and positions in Å:
Na: 2.5486 -1.3018 2.5022
Na: 1.1125 -4.5708 0.4554
Na: -1.7635 -2.5625 -0.2916
Na: 0.9668 -0.7407 -2.5459
Na: -1.7849 2.9512 -0.3205
Na: -2.1105 0.9889 3.3959
Na: 2.0011 1.8074 0.6613
S: 1.6360 -3.8435 -2.5807
O: 2.5141 -3.4736 -1.4081
O: 1.1999 -2.7382 -3.4862
O: 2.2858 -5.0048 -3.2921
O: 0.3626 -4.2102 -1.7996
S: -3.4601 2.6029 1.8276
O: -2.6037 3.7926 1.5152
O: -2.9101 1.4609 0.9908
O: -3.2170 2.4222 3.2332
O: -4.8571 2.8653 1.5991
S: 1.4140 3.0966 -1.4479
O: 1.4045 1.5411 -1.7928
O: 1.1734 3.8976 -2.6354
O: 0.2922 3.2882 -0.3149
O: 2.7389 3.4373 -0.8081
S: 0.1578 -1.1219 1.2792
O: -1.1769 -1.3130 1.8636
O: 0.0855 -1.1140 -0.1852
O: 0.8957 0.1072 1.8923
O: 1.0941 -2.2643 1.6933

Forces on atoms 1 to 6 (eV/Å):
1.54 0.96 0.76
0.46 0.91 -1.28
0.47 0.34 -0.27
0.33 0.43 0.42
0.04 0.08 -0.04
2.40 -3.11 -0.22

Values from the calculation:
Max |F| ... 4.35 eV/Å
LUMO energy ... 0.002 Ha
Charge ... -1
Spin multiplicity ... 1

DFT (wB97M-V/def2-TZVPD) results for a 2-piece molecular cluster, C3H2F3N overall in a non-equilibrium geometry.

Atoms and positions in Å:
C: -0.0900 -0.6639 0.3550
C: 0.4575 -1.0924 1.6203
C: -0.3544 1.3025 -1.4953
N: -0.6732 -1.7029 0.5534
F: -0.4129 0.7121 -2.6658
F: -1.3662 2.0414 -1.1835
F: 0.8343 1.8803 -1.2791
H: 1.3882 -1.7891 1.4765
H: 0.2166 -0.6881 2.6186

Forces on atoms 1 to 6 (eV/Å):
-0.44 1.78 -1.35
2.47 -2.15 -0.15
1.78 -2.11 1.69
-0.36 -0.20 0.69
-0.22 0.66 -0.05
-0.31 0.63 -0.43

Values from the calculation:
Max |F| ... 3.28 eV/Å
ΔE to the lowest compared entry with this formula, charge and spin ... 401.0 kJ/mol
LUMO energy (spin up / spin down) ... -0.040 / 0.003 Ha
Charge ... 0
Spin multiplicity ... 1

DFT (wB97M-V/def2-TZVPD) results for C4H7BaO4 as an isolated structure in a non-equilibrium geometry.

Atoms and positions in Å:
O: -0.2121 1.9388 1.6538
C: 0.3100 1.9578 0.4872
O: 0.9431 0.7327 0.3530
Ba: 1.7427 1.1553 3.0011
O: 0.4919 2.8280 -0.3415
C: -1.6192 -0.6998 0.3326
H: -2.1977 0.0095 -0.2756
H: -2.2307 -1.6119 0.3577
H: -1.5664 -0.5411 1.4167
C: 0.6169 -0.1281 -0.9673
C: -0.2787 -1.2505 -0.5760
O: 1.8358 -0.4681 -1.5177
H: 0.1392 0.5568 -1.6779
H: 0.2740 -1.9429 0.0777
H: -0.6662 -1.7171 -1.4900
H: 2.4174 -0.8196 -0.8338

Forces on atoms 1 to 6 (eV/Å):
-0.13 1.26 0.61
0.39 0.48 0.29
0.18 -2.98 -2.69
-0.53 0.02 -0.45
-0.77 -0.37 0.28
0.78 -2.52 -1.90

Values from the calculation:
<S²> ... 0.75
Max |F| ... 4.01 eV/Å
LUMO energy (spin up / spin down) ... -0.008 / -0.010 Ha
Charge ... 0
Spin multiplicity ... 2